C34H30F5IrN2OSSi | wB97M-V/def2-TZVPD

E = -2789.6982 hartree
relative energy (zero: lowest compared OMol25 entry of this formula, charge and spin) = 9.5 kJ/mol
frontier orbital gap = 7.572 eV
HOMO energy = -7.74 eV

Cartesian coordinates (Å):
Ir: -0.514 -0.869 -1.041
S: -0.005 -5.043 -2.665
Si: 0.502 1.812 0.393
F: -4.535 -0.124 1.473
F: -6.734 0.538 0.068
F: -6.694 0.610 -2.647
F: -4.362 -0.006 -3.961
F: -2.140 -0.682 -2.563
O: -2.191 -0.752 0.161
N: 0.863 -0.980 0.531
N: 1.002 -1.167 -2.419
C: -0.495 1.319 -1.057
C: -0.539 2.346 4.372
C: -4.478 -0.106 0.135
C: 2.782 -0.473 -3.847
C: 1.103 -2.433 -2.901
C: 2.902 -1.766 -4.340
C: 1.818 -0.220 -2.895
C: -0.681 -2.914 -1.323
C: 0.132 -1.153 1.847
C: -1.925 2.235 4.362
C: 2.777 3.213 -0.643
C: -0.486 2.039 1.965
C: -3.269 -0.422 -0.500
C: 2.234 5.614 0.612
C: -5.594 0.268 -1.968
C: -1.513 -3.988 -0.875
C: 0.114 -2.605 2.284
C: -1.877 1.940 1.977
C: -4.422 -0.037 -2.629
C: -5.609 0.233 -0.580
C: 2.548 -2.501 1.632
C: 3.607 4.304 -0.855
C: 0.169 2.250 3.184
C: 3.335 5.511 -0.225
C: 2.056 -2.748 -3.868
C: 1.411 4.514 0.820
C: -3.305 -0.371 -1.892
C: 0.164 -3.364 -2.307
C: 1.831 -2.110 0.348
C: 1.534 -3.019 2.679
C: -1.250 -5.171 -1.503
C: 1.641 0.307 0.592
C: -2.594 2.035 3.164
C: 1.660 3.289 0.197
H: 2.326 0.311 -0.261
H: 1.284 -2.969 -0.023
H: 3.979 6.366 -0.386
H: -1.520 1.701 -0.974
H: -0.563 -2.702 3.134
H: 3.132 -1.667 2.026
H: 3.648 -2.002 -5.087
H: 3.018 2.281 -1.147
H: -0.864 -0.739 1.750
H: 1.251 2.338 3.207
H: 0.661 -0.563 2.601
H: 1.607 -4.100 2.803
H: -0.015 2.508 5.306
H: 3.269 -3.276 1.369
H: 4.466 4.215 -1.509
H: 0.557 4.613 1.480
H: -2.481 2.307 5.288
H: 1.759 -2.575 3.651
H: -2.410 1.763 1.052
H: 1.669 0.772 -2.494
H: -1.733 -6.124 -1.350
H: -0.293 -3.232 1.487
H: 2.014 6.552 1.106
H: 3.415 0.331 -4.195
H: 2.534 -1.808 -0.427
H: 2.258 0.318 1.496
H: -3.673 1.941 3.148
H: 2.115 -3.765 -4.231
H: -0.102 1.735 -1.991
H: -2.278 -3.885 -0.116

Let us look at the Löwdin charges, expressed in e, one per atom: Ir 1.3654; S 1.0210; Si 0.6014; F 0.1096; F 0.1243; F 0.1143; F 0.1272; F -0.0034; O -0.2094; N -0.2752; N -0.0490; C -0.3398; C -0.0876; C -0.1381; C -0.0474; C -0.2655; C -0.0500; C -0.1097; C -0.3242; C -0.1569; C -0.0856; C -0.1031; C -0.2575; C -0.3019; C -0.0858; C -0.1487; C -0.1912; C -0.1617; C -0.0839; C -0.1445; C -0.1403; C -0.1513; C -0.0921; C -0.1129; C -0.0943; C -0.0110; C -0.0919; C -0.1154; C -0.5569; C -0.1835; C -0.1721; C -0.4172; C -0.2121; C -0.0721; C -0.2298; H 0.0666; H 0.1009; H 0.1002; H 0.0006; H 0.1234; H 0.1043; H 0.1130; H 0.0822; H 0.0930; H 0.1068; H 0.1221; H 0.1080; H 0.1000; H 0.1146; H 0.0996; H 0.0993; H 0.1007; H 0.1089; H 0.0849; H 0.0851; H 0.0646; H 0.0987; H 0.1018; H 0.1085; H 0.1185; H 0.0931; H 0.1017; H 0.1075; H -0.0009; H 0.1024

C53H46KN5O8 | wB97M-V/def2-TZVPD

E = -3523.0648 hartree
relative energy (zero: lowest compared OMol25 entry of this formula, charge and spin) = 200.2 kJ/mol
frontier orbital gap = 6.369 eV
total charge = -2
HOMO energy = -2.51 eV

Cartesian coordinates (Å):
K: 0.019 -1.099 -0.248
O: -0.926 0.417 -1.525
O: 0.464 -1.297 4.915
O: -2.431 -2.688 -0.688
O: -0.660 0.361 3.850
O: -1.494 6.965 0.985
O: -2.674 0.659 0.507
O: 1.314 -2.547 0.705
O: -4.298 -1.864 0.251
N: -0.432 5.296 2.058
N: -2.598 5.004 1.140
N: -1.695 -1.704 2.213
N: 0.578 -2.293 -2.539
N: 0.461 1.782 1.320
C: 2.203 -3.629 -3.659
C: -1.791 -2.916 4.272
C: 3.108 1.697 -3.221
C: -3.822 2.823 -3.282
C: -4.340 3.374 1.307
C: 0.301 -1.664 -3.691
C: 1.692 2.541 3.214
C: 0.950 -2.004 -4.876
C: 3.166 -4.080 0.931
C: 5.201 -1.126 -1.738
C: -0.651 0.711 -2.812
C: 2.330 -3.095 0.032
C: -4.990 2.340 1.952
C: -3.214 3.965 1.878
C: -1.497 2.306 -4.684
C: 1.935 3.365 -1.969
C: 2.762 -4.226 2.251
C: -3.045 -2.362 0.295
C: 3.456 -5.066 3.119
C: -1.323 -1.859 3.490
C: -0.767 -0.583 -3.718
C: 1.798 -3.963 -1.193
C: 3.126 2.885 -2.515
C: -2.860 1.966 -2.752
C: -2.781 3.529 3.118
C: -4.540 1.859 3.180
C: 4.430 0.093 0.174
C: 1.516 -3.255 -2.506
C: -0.412 -0.825 4.160
C: 1.069 3.768 3.139
C: -2.594 -2.563 1.728
C: 4.979 -5.636 1.354
C: -2.448 3.164 -5.219
C: -3.441 2.480 3.749
C: 1.345 1.569 2.287
C: -1.516 5.806 1.393
C: 0.723 1.446 -2.846
C: -0.150 2.964 1.258
C: 5.290 -0.014 -0.914
C: -3.157 -3.603 2.446
C: -5.165 0.648 3.823
C: 4.565 -5.778 2.675
C: 3.495 -0.901 0.422
C: -3.622 3.428 -4.515
C: -2.722 -3.790 3.750
C: 1.915 0.987 -3.391
C: 3.378 -2.016 -0.407
C: -1.690 1.693 -3.445
C: 4.284 -4.792 0.496
C: 0.763 2.653 -2.134
C: 1.910 -3.000 -4.855
C: 4.251 -2.113 -1.488
C: 0.130 3.993 2.142
H: 4.629 -4.681 -0.528
H: 0.854 -4.349 -0.802
H: -3.117 -4.605 4.348
H: -3.193 5.445 0.457
H: -3.898 -4.246 1.988
H: -2.271 3.640 -6.177
H: -0.915 -0.301 -4.763
H: 6.012 0.767 -1.124
H: -1.398 -3.014 5.275
H: -3.029 2.103 4.676
H: 2.432 -3.279 -5.764
H: 4.028 1.290 -3.625
H: 4.203 -2.964 -2.155
H: -4.769 0.492 4.827
H: -1.919 3.966 3.597
H: -5.834 1.859 1.465
H: -4.725 3.030 -2.718
H: 1.957 0.051 -3.933
H: 3.129 -5.156 4.149
H: 4.056 3.420 -2.364
H: 2.460 -4.808 -1.399
H: 1.769 0.574 2.352
H: -2.132 0.554 1.300
H: -2.994 1.514 -1.777
H: 0.216 6.043 2.252
H: -0.153 3.009 -1.678
H: 1.899 -3.646 2.563
H: -0.573 2.123 -5.226
H: 5.858 -1.220 -2.597
H: -4.427 -1.570 -0.664
H: -2.028 0.644 -0.244
H: 1.929 4.282 -1.389
H: -4.944 -0.250 3.241
H: 2.401 2.317 4.000
H: -1.698 -1.024 -3.352
H: -6.252 0.743 3.890
H: 1.296 4.555 3.852
H: 5.108 -6.429 3.351
H: 0.702 -1.482 -5.792
H: 5.849 -6.177 0.995
H: -0.884 3.089 0.465
H: 2.813 -0.848 1.261
H: -4.670 3.696 0.324
H: 2.948 -4.413 -3.607
H: -4.363 4.106 -4.922
H: 4.476 0.962 0.822

Atom charges from the Löwdin analysis, given in e for atoms 1 to 99: K 0.8120; O -0.3913; O -0.0490; O 0.1017; O -0.0344; O 0.0180; O -0.0830; O -0.3973; O 0.1020; N 0.1304; N 0.1413; N 0.1933; N 0.1478; N 0.1216; C -0.0575; C -0.0139; C -0.0999; C -0.0938; C -0.0381; C -0.2627; C -0.0503; C -0.0629; C -0.1237; C -0.1055; C -0.5115; C -0.5435; C -0.0579; C -0.2422; C -0.0457; C -0.0833; C -0.0078; C -0.4816; C -0.0904; C -0.1527; C -0.0300; C -0.0338; C -0.1147; C -0.0078; C -0.0152; C -0.2824; C -0.0747; C -0.2507; C -0.6741; C -0.0297; C -0.1976; C -0.1160; C -0.1069; C -0.0325; C -0.1377; C -0.5428; C -0.1121; C -0.0790; C -0.1250; C -0.0289; C -0.0482; C -0.1319; C -0.0149; C -0.1262; C -0.0721; C -0.0142; C -0.1149; C -0.1471; C -0.0548; C -0.0309; C -0.0770; C -0.0468; C -0.2419; H 0.0979; H 0.1300; H 0.0947; H 0.1399; H 0.1096; H 0.0871; H 0.1006; H 0.0885; H 0.1084; H 0.1108; H 0.0957; H 0.0907; H 0.0878; H 0.0723; H 0.1040; H 0.1114; H 0.0885; H 0.0899; H 0.0930; H 0.0876; H 0.0963; H 0.1026; H 0.0169; H 0.0983; H 0.1391; H 0.1082; H 0.1132; H 0.1143; H 0.0894; H 0.1258; H -0.0215; H 0.0949